{
  "formula": "C4H7NO",
  "method": "wB97M-V/def2-TZVPD",
  "symbols": ["O", "N", "C", "C", "C", "C", "H", "H", "H", "H", "H", "H", "H"],
  "coordinates": [[2.409660, -0.739198, 0.329038], [1.913245, -0.026251, -0.775359], [0.645762, -0.130437, -0.908979], [-0.323924, -0.607135, 0.091579], [-1.752365, -0.142492, 0.190934], [-0.722722, 0.891491, 0.425070], [3.344099, -0.827989, 0.092732], [0.243919, 0.531483, -1.676658], [-0.016440, -1.413238, 0.778771], [-2.445757, -0.107904, -0.646218], [-2.227988, -0.403683, 1.131690], [-0.612935, 1.611195, -0.389430], [-0.454559, 1.364161, 1.356830]],
  "forces_ev_per_angstrom": [[0.135, -0.218, 0.021], [-0.328, -0.496, -0.826], [0.434, 0.001, -0.561], [0.337, 0.682, 0.373], [-0.345, 0.177, -0.029], [-0.490, 0.360, 0.688], [-0.290, 0.101, 0.229], [0.297, -0.589, -0.368], [0.157, 1.190, -0.010], [0.252, 0.188, -0.007], [0.010, -0.614, -0.268], [0.253, -0.408, 0.312], [-0.422, -0.375, 0.445]],
  "e_homo_ha": -0.3170,
  "total_charge": 0,
  "homo_lumo_gap_ev": 9.8,
  "lumo_ev": 1.13
}

{
  "formula": "C22H28ClN3O4",
  "method": "wB97M-V/def2-TZVPD",
  "symbols": ["C", "C", "N", "C", "C", "C", "O", "C", "O", "C", "C", "O", "C", "C", "N", "C", "C", "N", "C", "C", "C", "C", "C", "Cl", "C", "C", "C", "C", "C", "O", "H", "H", "H", "H", "H", "H", "H", "H", "H", "H", "H", "H", "H", "H", "H", "H", "H", "H", "H", "H", "H", "H", "H", "H", "H", "H", "H", "H"],
  "coordinates": [[-1.503846, -3.688921, 5.549802], [-1.493082, -5.103463, 4.967844], [-0.599842, -5.209518, 3.833505], [0.800292, -5.471620, 4.122518], [1.083521, -6.968072, 4.212497], [-0.944335, -4.949886, 2.559039], [-0.143685, -4.961987, 1.641192], [-2.425073, -4.655031, 2.283167], [-2.599647, -4.237631, 0.943385], [-1.764128, -3.270685, 0.481113], [-1.583845, -3.208110, -0.859854], [-0.833638, -2.284075, -1.488071], [-0.160783, -1.402854, -0.737437], [0.708341, -0.474937, -1.546704], [0.789639, 0.830192, -0.924727], [1.915017, 1.639471, -1.350753], [1.715971, 2.285139, -2.735224], [0.503169, 3.080431, -2.736001], [0.546968, 4.423036, -2.412005], [-0.433359, 5.051688, -1.633263], [-0.387057, 6.410625, -1.391896], [0.629613, 7.198821, -1.900834], [1.595729, 6.582174, -2.677973], [2.877145, 7.532111, -3.354574], [1.564745, 5.229063, -2.941468], [-0.634006, 2.257823, -2.376692], [-0.440699, 1.601778, -0.999398], [-0.265339, -1.364175, 0.606974], [-1.129238, -2.259070, 1.344912], [-1.320028, -2.160157, 2.553382], [-1.658744, -2.958542, 4.760139], [-2.294726, -3.593892, 6.288822], [-0.554379, -3.465270, 6.029515], [-2.500198, -5.397671, 4.668572], [-1.153373, -5.815390, 5.725542], [1.063911, -4.974248, 5.058365], [1.387318, -5.036427, 3.311100], [2.135941, -7.133196, 4.426337], [0.840256, -7.445985, 3.267256], [0.492362, -7.431135, 4.999917], [-2.808388, -3.900516, 2.974209], [-3.010922, -5.575754, 2.365359], [-2.050363, -3.905173, -1.538069], [0.319880, -0.467723, -2.578304], [1.718466, -0.896451, -1.577959], [2.817799, 1.026398, -1.344927], [2.035572, 2.439155, -0.612101], [2.581293, 2.899619, -2.971138], [1.622152, 1.510063, -3.503663], [-1.236565, 4.482636, -1.194118], [-1.154310, 6.863921, -0.782009], [0.671975, 8.257382, -1.705338], [2.322852, 4.809051, -3.582177], [-1.548631, 2.847674, -2.406790], [-0.720607, 1.478226, -3.142696], [-1.281995, 0.948383, -0.764124], [-0.379973, 2.379510, -0.232437], [0.282873, -0.619412, 1.159708]],
  "forces_ev_per_angstrom": [[-0.057, -0.210, -0.071], [-0.183, 0.333, 0.105], [0.270, -0.122, 0.136], [0.218, -0.178, -0.178], [-0.031, 0.269, -0.012], [-0.428, -0.108, 0.099], [0.160, -0.135, -0.211], [0.113, -0.115, 0.165], [-0.011, 0.225, -0.092], [0.126, 0.282, -0.649], [-0.472, -0.389, 0.793], [0.253, 0.192, -0.132], [0.134, 0.278, 0.511], [-0.104, -0.028, -0.108], [0.072, -0.177, 0.096], [0.144, 0.103, -0.249], [0.256, -0.140, 0.302], [-0.096, -0.311, -0.234], [-0.059, 0.498, 0.004], [-0.040, -0.253, 0.000], [0.113, 0.136, -0.055], [-0.016, 0.063, 0.001], [-0.151, -0.120, 0.138], [0.130, 0.105, -0.074], [0.078, -0.021, 0.054], [-0.112, -0.109, 0.291], [-0.193, 0.151, -0.187], [-0.048, -0.109, -0.350], [-0.107, 0.009, -0.298], [-0.013, -0.018, -0.028], [-0.050, 0.062, -0.036], [-0.064, 0.043, 0.149], [0.097, 0.047, 0.062], [0.043, -0.062, 0.065], [-0.127, -0.044, -0.101], [-0.019, 0.044, -0.032], [-0.039, 0.014, 0.198], [0.121, -0.089, 0.046], [-0.009, -0.060, -0.086], [-0.035, -0.085, 0.079], [0.049, -0.194, -0.075], [0.084, 0.081, 0.058], [0.029, -0.014, -0.025], [0.066, -0.055, 0.063], [-0.063, 0.009, -0.086], [0.043, 0.013, 0.035], [0.086, 0.011, -0.049], [-0.014, -0.053, -0.069], [0.075, 0.042, -0.012], [-0.051, -0.090, 0.031], [-0.066, 0.033, 0.051], [0.029, 0.103, 0.002], [0.045, -0.020, -0.072], [-0.010, -0.048, -0.043], [-0.070, 0.051, 0.031], [-0.048, 0.056, 0.060], [-0.108, 0.005, -0.004], [0.060, 0.102, -0.008]],
  "e_homo_ha": -0.2836,
  "total_charge": 0,
  "homo_lumo_gap_ev": 8.4,
  "lumo_ev": 0.67
}

{
  "formula": "C13H22Cl2CrN9O4",
  "method": "wB97M-V/def2-TZVPD",
  "symbols": ["Cr", "N", "C", "C", "N", "C", "C", "N", "H", "H", "H", "H", "H", "H", "H", "H", "H", "H", "H", "H", "H", "Cl", "C", "Cl", "H", "H", "N", "N", "N", "C", "N", "N", "H", "H", "H", "O", "C", "O", "C", "C", "C", "C", "C", "C", "N", "O", "O", "H", "H", "H", "H"],
  "coordinates": [[-0.964403, 0.206979, -0.149970], [-1.577471, -1.411697, -1.424127], [-2.797380, -2.095238, -0.896050], [-2.860007, -1.855135, 0.595285], [-2.672887, -0.398860, 0.901234], [-3.845003, 0.480726, 0.620460], [-3.789284, 1.028861, -0.796706], [-2.398205, 1.481605, -1.060751], [-1.697335, -1.189377, -2.407738], [-0.807477, -2.077313, -1.393706], [-2.774048, -3.165361, -1.087593], [-3.675047, -1.702198, -1.397556], [-2.042687, -2.385885, 1.084017], [-3.797542, -2.228007, 1.007982], [-2.509187, -0.358797, 1.904631], [-3.793271, 1.315707, 1.318169], [-4.780553, -0.048340, 0.801995], [-4.499713, 1.846503, -0.899319], [-4.060100, 0.279610, -1.533319], [-2.267207, 2.396741, -0.629585], [-2.263944, 1.639837, -2.056859], [2.587427, 3.121271, 0.237648], [1.952176, 3.501796, -1.362028], [0.204078, 3.159300, -1.485316], [2.463087, 2.885467, -2.088426], [2.094659, 4.555999, -1.550299], [-1.072937, 4.461129, 2.894638], [-0.650117, 3.266412, 2.424478], [0.374106, 2.636778, 2.974476], [0.407051, 1.521019, 2.274739], [-0.565608, 1.503136, 1.349285], [-1.252426, 2.646984, 1.472402], [-0.400433, 4.888138, 3.512949], [-1.518868, 5.040656, 2.202403], [1.119145, 0.725742, 2.432682], [0.783443, 0.183112, -1.145253], [1.223633, -0.746028, -0.374681], [0.423276, -1.070573, 0.570015], [2.499176, -1.419083, -0.587085], [3.340009, -1.019243, -1.625699], [4.529362, -1.689234, -1.845741], [4.874832, -2.769214, -1.041751], [4.018383, -3.147912, -0.024892], [2.839308, -2.490686, 0.227336], [4.371507, -4.310746, 0.828183], [3.529107, -4.685240, 1.619965], [5.466154, -4.797705, 0.671268], [3.049854, -0.189691, -2.258136], [5.188904, -1.381983, -2.645426], [5.789383, -3.324057, -1.197007], [2.205077, -2.815906, 1.038781]],
  "forces_ev_per_angstrom": [[0.497, -0.036, -0.661], [0.063, -0.221, 0.327], [0.054, 0.112, 0.066], [-0.030, 0.057, -0.033], [-0.004, -0.431, 0.027], [0.073, 0.069, -0.139], [0.094, -0.116, 0.127], [0.147, 0.199, 0.056], [0.002, 0.080, -0.045], [0.045, 0.013, -0.053], [0.050, -0.054, -0.083], [-0.032, 0.032, -0.069], [0.024, 0.012, 0.054], [-0.049, 0.061, 0.050], [0.101, 0.091, -0.016], [0.024, -0.024, 0.072], [-0.014, -0.040, 0.010], [-0.023, 0.063, -0.028], [0.042, -0.026, -0.063], [-0.009, 0.014, -0.006], [0.006, -0.042, -0.036], [-0.055, -0.013, 0.017], [0.065, -0.138, 0.095], [0.027, 0.306, -0.108], [-0.027, -0.024, -0.083], [-0.032, 0.084, -0.043], [-0.324, -0.200, 0.304], [0.135, 0.254, 0.014], [-0.148, 0.098, -0.040], [-0.054, -0.113, -0.107], [0.106, -0.135, 0.050], [0.209, -0.187, 0.137], [0.161, 0.028, -0.058], [0.101, 0.046, -0.160], [-0.061, 0.061, -0.033], [-0.764, -0.068, 0.213], [-0.271, 0.039, 0.217], [-0.192, 0.123, 0.063], [0.000, 0.092, -0.107], [0.008, 0.094, -0.096], [0.023, -0.014, -0.006], [0.054, -0.014, -0.037], [0.112, -0.101, 0.041], [-0.130, -0.072, 0.195], [-0.001, -0.086, 0.100], [0.093, 0.104, -0.119], [-0.107, 0.074, -0.035], [0.023, -0.024, 0.019], [-0.014, -0.015, 0.009], [0.020, 0.014, 0.009], [-0.019, -0.026, -0.008]],
  "spin_multiplicity": 2,
  "e_homo_ha": [-0.5582, -0.5579],
  "total_charge": 2,
  "homo_lumo_gap_ev": [7.0, 7.6],
  "lumo_ev": [-8.16, -7.63]
}

{
  "formula": "C5H7NO",
  "method": "wB97M-V/def2-TZVPD",
  "symbols": ["C", "C", "C", "N", "C", "O", "C", "H", "H", "H", "H", "H", "H", "H"],
  "coordinates": [[-1.835934, -0.958912, 0.584949], [-0.428317, 0.562610, -0.517709], [-0.190484, 1.966195, -0.576140], [-0.006115, 3.114396, -0.576656], [0.554570, -0.345025, -0.038957], [0.132571, -1.451318, 0.368631], [2.026923, -0.054136, -0.025688], [-1.640682, -0.644384, 1.602313], [-2.581922, -0.370840, 0.063741], [-1.940872, -2.027701, 0.439301], [-1.015879, 0.158725, -1.338935], [2.550143, -0.718158, 0.663910], [2.192502, 0.991093, 0.253754], [2.432330, -0.186388, -1.034838]],
  "forces_ev_per_angstrom": [[-0.213, -0.074, 0.109], [0.120, -0.041, -0.041], [0.191, 0.957, 0.007], [-0.196, -1.103, 0.005], [-0.029, -0.065, 0.007], [0.041, 0.245, -0.111], [0.032, 0.011, 0.041], [0.006, -0.021, -0.164], [0.151, -0.057, 0.052], [0.059, 0.158, -0.007], [0.043, 0.006, 0.133], [-0.094, 0.090, -0.098], [-0.033, -0.132, -0.048], [-0.078, 0.024, 0.117]],
  "e_homo_ha": [-0.3149, -0.3149],
  "total_charge": 0,
  "homo_lumo_gap_ev": [7.7, 7.7],
  "lumo_ev": [-0.86, -0.86]
}

The energy above the lowest of the compared OMol25 structures with the same formula, charge and spin results, record by record, are as follows: 428.3; 348.2; 0.0; 421.4 kJ/mol.